(1)
ORCA calculation (the ωB97M-V functional and the def2-TZVPD basis) on one molecule with the formula C4H9N.

```
14
C4H9N the ωB97M-V functional and the def2-TZVPD basis
C -1.58462 0.56955 0.83707
C -1.10210 -0.50226 -0.13203
C 0.39151 -0.71213 -0.15743
C 2.25173 0.64513 -0.70803
N 1.14959 0.55397 -0.09034
H -1.28139 1.56192 0.49856
H -2.66555 0.49309 0.93633
H -1.06129 0.50021 1.79301
H -1.59575 -0.37919 -1.09969
H -1.50561 -1.48190 0.16012
H 0.78448 -1.38314 -0.92299
H 0.69604 -1.29252 0.73948
H 2.46621 1.51405 -1.33497
H 3.05675 -0.08677 -0.51909
```

Values from the calculation:
LUMO level (Ha): 0.0303
Net charge: 0
SMILES: C=NCCC
ΔE to the lowest compared entry with this formula, charge and spin (eV): 1.905
Max |F| (eV Å⁻¹): 3.5
Kohn-Sham gap (eV): 9.38

(2)
ORCA calculation (the ωB97M-V functional and the def2-TZVPD basis) on a 2-piece molecular cluster, C4H11NOS2 overall.

```
19
C4H11NOS2 the ωB97M-V functional and the def2-TZVPD basis
C -1.34007 -0.28866 -0.39756
C -1.80790 1.03073 0.13935
N -2.98288 1.54951 -0.38117
O -1.14902 1.68699 0.91518
H -2.16098 -0.92036 -0.73794
H -0.78489 -0.80950 0.38384
H -0.65340 -0.14844 -1.23351
H -3.57436 0.95398 -0.93507
H -2.93740 2.50725 -0.68731
C 1.50392 -2.63689 0.27984
S 2.14446 -1.29510 1.31126
S 2.82332 0.04667 -0.09696
C 1.82945 1.54058 0.24386
H 0.72465 -2.29184 -0.39956
H 2.31238 -3.09655 -0.27524
H 1.03106 -3.33826 0.96450
H 1.51957 1.57963 1.28274
H 2.51987 2.35516 0.04351
H 0.98223 1.57510 -0.41974
```

Values from the calculation:
LUMO level (Ha): 0.0251
Net charge: 0
SMILES: CC(N)=O.CSSC
ΔE to the lowest compared entry with this formula, charge and spin (eV): 0.570
Max |F| (eV Å⁻¹): 0.9
Kohn-Sham gap (eV): 8.92

(3)
ORCA calculation (the ωB97M-V functional and the def2-TZVPD basis) on C54H58ClCsN3O6P3S4 as an isolated structure.

```
130
C54H58ClCsN3O6P3S4 the ωB97M-V functional and the def2-TZVPD basis
Cs -1.83202 -0.19126 0.71904
Cl 0.63825 1.13646 2.58655
C 2.06707 1.15701 3.57498
C 1.97633 1.77159 4.81431
C 3.07777 1.76644 5.65600
C 4.25233 1.14660 5.24818
C 4.32251 0.54855 3.99721
C 3.23356 0.54427 3.12824
P 3.20427 -0.22731 1.45277
C 4.76502 -1.20777 1.49968
C 6.03091 -0.73640 1.15947
C 7.13893 -1.57132 1.23334
C 6.99796 -2.88739 1.65417
C 5.73909 -3.37081 1.98706
C 4.63243 -2.53809 1.89946
C 3.72430 1.21301 0.43907
C 3.98207 2.48094 0.94769
C 4.28356 3.53855 0.09722
C 4.34276 3.33665 -1.27124
C 4.09616 2.07041 -1.78905
C 3.77839 1.02167 -0.94310
H 1.04376 2.23319 5.10917
H 3.01173 2.23978 6.62748
H 5.11772 1.13146 5.89959
H 5.24671 0.07521 3.68756
H 6.14838 0.28803 0.82563
H 8.11660 -1.19060 0.96229
H 7.86366 -3.53638 1.71086
H 5.61613 -4.40117 2.29941
H 3.64208 -2.91296 2.13845
H 3.92693 2.66342 2.01359
H 4.45109 4.52619 0.50930
H 4.54834 4.16647 -1.93623
H 4.11206 1.90957 -2.86024
H 3.52141 0.05462 -1.35781
O -2.54479 -5.86518 1.41899
C -3.57211 -5.19211 0.87905
C -4.46714 -5.90485 0.07673
C -5.54120 -5.26973 -0.51922
C -5.74974 -3.90810 -0.32560
C -4.86801 -3.20377 0.47784
C -3.77940 -3.81434 1.09146
C -2.87727 -2.95161 1.93408
O -3.18314 -1.76492 2.13814
N -1.78840 -3.59569 2.39073
N -0.89076 -2.75847 2.99371
C 0.09543 -3.30726 3.55188
S 0.29130 -5.07636 3.69812
C 1.95194 -4.98612 4.41499
C 2.05174 -3.70912 5.23553
S 1.43677 -2.35728 4.21167
H -1.98926 -5.16318 1.89141
H -4.28451 -6.96241 -0.07059
H -6.21762 -5.84068 -1.14600
H -6.58407 -3.40385 -0.79621
H -5.00711 -2.14576 0.66150
H 2.69757 -4.98766 3.61828
H 2.09625 -5.87171 5.03597
H 3.08425 -3.47814 5.50258
H 1.45276 -3.79082 6.14353
N 0.69254 2.41614 -0.54581
C 0.52561 3.23842 -1.63348
C 0.76858 2.75278 -2.92503
C 0.68352 3.59035 -4.02312
C 0.35429 4.93432 -3.87174
C 0.09864 5.41509 -2.59142
C 0.17804 4.58701 -1.48436
H 0.73355 1.41637 -0.71492
H 0.22558 2.69387 0.30332
H 1.01622 1.70389 -3.03709
H 0.86972 3.18608 -5.01265
H 0.28240 5.58737 -4.73292
H -0.18888 6.45076 -2.45077
H -0.05827 4.96414 -0.49618
C 1.44625 -5.30733 -1.63497
C 1.62394 -3.86922 -1.17467
C 1.21736 -3.73537 0.29198
C 3.06124 -3.40066 -1.36633
O 0.78238 -3.09499 -2.06841
P 0.11341 -1.69798 -1.60135
O -1.08075 -1.95490 -0.74855
O 1.16513 -0.76614 -1.09328
O -0.46938 -1.16209 -3.01227
C 0.10618 -1.22921 -4.32230
C -0.17900 -2.59691 -4.93580
C -0.62101 -0.14980 -5.11435
C 1.60665 -0.94705 -4.29610
H 2.09772 -5.97140 -1.06201
H 1.69434 -5.39732 -2.69540
H 0.41106 -5.61849 -1.48918
H 1.83244 -4.40951 0.89494
H 0.16852 -3.99576 0.43931
H 1.36516 -2.71448 0.65236
H 3.74033 -3.97373 -0.72898
H 3.13328 -2.34542 -1.10057
H 3.36661 -3.52556 -2.40869
H -1.25366 -2.78785 -4.91984
H 0.31754 -3.38381 -4.37128
H 0.16949 -2.61866 -5.97200
H -1.69550 -0.33830 -5.09019
H -0.28439 -0.14795 -6.15433
H -0.44077 0.83313 -4.67918
H 2.13570 -1.71672 -3.73464
H 1.80745 0.01303 -3.82066
H 1.99306 -0.92533 -5.31871
S -3.59597 5.60319 2.63025
P -3.84039 4.42303 1.05733
S -2.51954 2.99424 0.63899
C -4.07725 5.46133 -0.44948
C -4.80508 6.64829 -0.36576
C -5.03594 7.41312 -1.49875
C -4.53328 7.00501 -2.73072
C -3.79993 5.83193 -2.81843
C -3.57587 5.06120 -1.68138
C -5.50101 3.62605 1.12990
C -5.87487 2.73203 0.12711
C -7.12212 2.12912 0.15035
C -8.01135 2.40813 1.18331
C -7.64296 3.29205 2.18555
C -6.39222 3.90152 2.15686
H -5.16771 6.97011 0.60344
H -5.60314 8.33411 -1.42239
H -4.70736 7.60657 -3.61597
H -3.38407 5.51394 -3.76703
H -2.99076 4.15148 -1.73927
H -5.16948 2.49822 -0.66191
H -7.39786 1.42949 -0.62964
H -8.98265 1.92792 1.20891
H -8.32758 3.50534 2.99841
H -6.08568 4.59223 2.93328
```

Values from the calculation:
LUMO level (Ha): 0.1250
Net charge: -2
ΔE to the lowest compared entry with this formula, charge and spin (eV): 1.657
Max |F| (eV Å⁻¹): 2.6
Kohn-Sham gap (eV): 6.45

Which of these has the highest LUMO level?
C54H58ClCsN3O6P3S4

Which value of LUMO level does entry 3 give?
0.1250 Ha

What is the net charge in the third record?
-2